Entry 1:
C15H16N3OPtSSe2Te2 as an isolated structure. Source: OMol25; level of theory: ωB97M-V/def2-TZVPD.

ORCA input file:
```
! RIJCOSX wB97M-V def2-TZVPD def2/J DEFGRID3
* xyz -1 1
C 1.26 0.33 2.70
H 0.73 1.16 4.61
N 2.98 -0.76 0.48
H -1.64 1.60 3.89
H -4.94 -2.49 0.44
H 6.28 0.42 -3.45
C -3.67 -0.73 0.22
H -5.39 0.52 -0.08
H -4.98 -1.72 -1.17
C 4.33 -0.28 -2.92
O -2.91 -0.13 -0.79
S 1.88 -1.31 -2.15
H 7.00 0.72 -1.11
H -3.58 -2.69 -0.69
H -4.25 1.18 1.08
C 0.79 -0.01 1.45
C -4.71 0.26 0.73
H -3.02 -1.05 1.06
Pt -0.95 -0.25 -0.85
H -2.34 0.93 1.60
C 3.47 -0.61 -1.88
H -5.29 -0.19 1.55
N -0.51 0.14 1.10
C -0.93 1.12 3.23
Se -2.58 3.12 -0.89
C 5.14 0.07 -0.28
H 5.45 0.23 0.74
C 5.60 0.18 -2.64
C 3.88 -0.43 -0.56
C -4.34 -1.99 -0.33
N 1.04 -0.56 -0.85
Te -3.12 1.76 -2.86
H 3.33 -0.60 1.41
Se -1.35 -0.09 -3.21
C 1.63 -0.48 0.31
Te -5.63 0.91 -3.15
H 3.98 -0.39 -3.94
C -1.34 0.74 1.96
H 2.30 0.18 2.95
C 0.38 0.88 3.62
C 6.01 0.35 -1.33
*
```

The value obtained for the frontier orbital gap (alpha / beta) is 4.10 / 4.10 eV. As for the HOMO energy (alpha / beta): -2.9 / -2.9 eV. The value obtained for the LUMO energy (alpha / beta) is 0.043 / 0.043 Ha.

***

Entry 2:
A 2-piece molecular cluster, C12H28N2O3PS overall. Source: OMol25; level of theory: ωB97M-V/def2-TZVPD.

ORCA input file:
```
! RIJCOSX wB97M-V def2-TZVPD def2/J DEFGRID3
* xyz -1 1
H 0.82 -1.97 -1.21
H 1.45 -1.16 0.74
O 0.20 -0.08 0.40
H -2.49 1.76 2.44
H -2.70 0.91 0.88
H 2.41 1.04 -0.41
C -0.81 1.93 1.06
H 0.57 1.19 2.54
H 0.09 4.88 0.46
H -2.07 -5.43 1.08
H 2.71 -3.48 -2.00
C 1.82 1.07 -1.33
C -1.35 3.26 0.52
H -2.36 -3.72 1.46
N 1.70 -2.17 0.70
C -1.62 -4.53 1.50
C 0.93 -2.71 -0.41
C 0.86 3.26 -0.73
C -0.48 -3.00 0.06
H 1.09 2.73 1.85
H 2.71 -2.26 0.56
H 0.27 2.26 -3.23
O 1.04 -5.22 -1.82
C 0.50 1.81 -1.09
S -1.68 -2.99 -1.30
H -2.18 3.02 -0.15
H -1.23 2.35 -2.29
O -0.44 -4.20 0.80
C -0.30 1.81 -2.41
H -0.24 2.71 3.02
H -1.62 0.23 2.11
H -0.54 0.78 -2.67
H 1.64 0.05 -1.65
C 0.22 2.16 2.19
H -1.41 -4.25 -1.67
H 1.65 3.24 0.03
P 1.79 -4.13 -1.15
H -1.78 3.84 1.35
H -0.74 -2.14 0.68
H -1.37 -4.73 2.55
H -0.78 4.65 -1.04
H 1.32 3.74 -1.61
C -0.30 4.11 -0.21
N -0.32 1.15 -0.06
H 2.38 1.59 -2.11
H 2.64 -4.55 -0.10
C -1.98 1.16 1.67
*
```

The value obtained for the frontier orbital gap is 5.56 eV. As for the HOMO energy: -2.4 eV. The value obtained for the LUMO energy is 0.115 Ha.

***

Entry 3:
A 2-piece molecular cluster, CH2INO2 overall. Source: OMol25; level of theory: ωB97M-V/def2-TZVPD.

ORCA input file:
```
! RIJCOSX wB97M-V def2-TZVPD def2/J DEFGRID3
* xyz 0 1
C -0.55 1.40 2.27
O -1.60 1.17 2.73
H 1.40 -0.05 0.77
N -0.01 0.77 0.05
H -0.86 0.54 -0.41
I 1.24 1.84 3.19
O 0.59 -0.37 0.42
*
```

The value obtained for the frontier orbital gap (alpha / beta) is 8.10 / 8.33 eV. As for the relative energy (zero: lowest compared OMol25 entry of this formula, charge and spin): 94.18 kcal/mol. As for the HOMO energy (alpha / beta): -8.2 / -9.3 eV. The value obtained for the LUMO energy (alpha / beta) is -0.003 / -0.034 Ha.

***

Entry 4:
A 2-piece molecular cluster, C2H5OS overall. Source: OMol25; level of theory: ωB97M-V/def2-TZVPD.

ORCA input file:
```
! RIJCOSX wB97M-V def2-TZVPD def2/J DEFGRID3
* xyz -1 1
H 1.58 -1.40 1.25
H -0.02 1.01 -3.00
C 1.18 -0.37 0.99
H 1.62 0.23 1.80
H -0.94 0.17 0.29
C -0.38 -0.46 1.03
H 1.51 -0.08 -0.02
S -0.05 0.92 -1.68
O -0.98 -1.20 1.82
*
```

The value obtained for the frontier orbital gap is 7.20 eV. As for the relative energy (zero: lowest compared OMol25 entry of this formula, charge and spin): 7.72 kcal/mol. As for the HOMO energy: -2.9 eV. The value obtained for the LUMO energy is 0.156 Ha.

***

Entry 5:
A 8-piece molecular cluster, C10H36BrN2O7 overall. Source: OMol25; level of theory: ωB97M-V/def2-TZVPD.

ORCA input file:
```
! RIJCOSX wB97M-V def2-TZVPD def2/J DEFGRID3
* xyz 0 2
H 0.50 -2.45 -3.40
O -4.56 -1.59 1.08
Br -1.98 -0.44 -0.88
H -2.31 3.75 -1.27
H 1.02 4.14 -3.87
H -0.17 -0.57 1.34
H -3.23 -3.64 -1.86
C 1.26 -2.68 -2.64
H -0.75 2.12 1.41
N 0.01 -1.06 2.20
H 1.55 -0.60 4.52
O 0.05 3.96 -2.06
O 0.68 -2.67 -1.32
H 1.43 -4.72 -3.15
H 0.25 3.57 2.03
C 1.09 3.63 -2.91
H -0.43 -0.44 2.87
N -2.23 3.42 -0.32
H 2.03 -1.93 -2.77
O -3.90 -3.25 -1.30
H -2.18 2.42 -0.48
O -1.39 -0.75 -4.16
H 1.12 2.55 -3.10
H -4.37 -0.15 -1.91
H 1.44 1.21 2.72
H 4.42 -2.44 4.93
C 2.10 -3.88 -2.99
H -4.68 -1.03 1.86
C -0.68 3.19 1.61
O -4.92 -0.58 -2.56
H 1.75 -2.34 4.05
H 1.65 0.81 0.96
C 1.96 -1.30 3.79
H 2.59 -3.61 -3.93
H 0.09 -1.91 -1.30
H 5.11 -0.85 4.73
H 0.05 2.22 -0.86
C 4.17 -1.38 4.91
H 2.90 0.54 2.08
C 0.12 3.30 -0.83
H 2.00 3.90 -2.37
H -1.33 -1.68 -3.95
C 1.49 -0.90 2.37
O 3.37 -1.19 3.80
H -1.68 -0.34 -3.34
C 1.82 0.49 1.99
H 3.70 -1.05 5.84
H -1.44 3.46 2.34
H 2.79 -4.20 -2.22
H -0.95 4.89 0.16
H -3.80 -1.21 0.64
H -3.82 -2.31 -1.47
H 1.08 3.54 -0.35
H 1.87 -1.66 1.69
C -0.94 3.80 0.14
H -5.75 -0.11 -2.51
*
```

The value obtained for the frontier orbital gap (alpha / beta) is 9.82 / 4.29 eV. Its expectation value of S² is 0.753. As for the HOMO energy (alpha / beta): -9.6 / -9.6 eV. The value obtained for the LUMO energy (alpha / beta) is 0.008 / -0.194 Ha.

***

Entry 6:
C12H24InO12 as an isolated structure. Source: OMol25; level of theory: ωB97M-V/def2-TZVPD.

ORCA input file:
```
! RIJCOSX wB97M-V def2-TZVPD def2/J DEFGRID3
* xyz 3 1
H 7.88 8.50 -34.95
C 7.50 9.45 -34.58
H 6.65 9.76 -35.19
H 16.01 6.96 -35.08
O 14.82 5.97 -33.75
H 11.96 9.85 -36.62
C 13.59 9.41 -35.45
O 14.29 9.75 -34.28
H 7.75 8.09 -29.31
C 10.46 10.49 -34.38
H 10.02 12.71 -32.12
O 10.28 10.70 -35.76
C 8.30 8.63 -30.09
C 8.04 8.84 -32.39
H 15.46 4.05 -32.25
H 13.58 8.34 -35.65
O 12.70 6.61 -33.22
H 10.38 9.77 -37.59
C 10.22 11.69 -32.45
O 13.49 4.47 -32.82
H 13.97 9.00 -30.42
C 15.14 7.17 -34.46
H 13.19 10.56 -30.90
H 10.64 8.90 -35.95
H 15.02 3.28 -33.73
O 9.98 11.51 -33.79
H 8.32 10.17 -34.68
H 9.28 8.16 -30.17
O 9.23 8.57 -32.68
H 13.90 9.93 -36.36
C 13.59 5.77 -33.24
In 11.12 7.65 -32.92
H 14.28 2.75 -32.21
C 10.87 9.73 -36.61
H 14.83 10.51 -30.26
O 7.52 8.94 -31.26
H 8.54 9.61 -29.68
O 14.59 9.97 -32.17
H 14.46 7.62 -35.18
O 12.81 8.83 -32.95
H 11.17 11.33 -32.08
H 9.49 11.05 -31.96
O 11.01 9.53 -33.81
H 12.55 9.69 -35.33
O 7.12 9.32 -33.30
C 14.62 3.61 -32.78
C 13.89 9.39 -33.10
C 14.11 9.98 -30.89
H 15.53 7.96 -33.82
*
```

The value obtained for the frontier orbital gap is 6.74 eV. As for the relative energy (zero: lowest compared OMol25 entry of this formula, charge and spin): 14.59 kcal/mol. As for the HOMO energy: -20.3 eV. The value obtained for the LUMO energy is -0.500 Ha.

***

Entry 7:
C6H11N2OP as an isolated structure. Source: OMol25; level of theory: ωB97M-V/def2-TZVPD.

ORCA input file:
```
! RIJCOSX wB97M-V def2-TZVPD def2/J DEFGRID3
* xyz 0 1
H 1.68 -0.75 2.01
H 3.98 -1.34 0.48
P 1.12 0.85 0.17
C -2.58 0.86 0.20
O 1.14 2.07 1.05
H -4.37 0.10 -0.32
H 4.08 0.19 -1.52
C 3.34 -0.48 0.54
C 3.26 0.11 -0.81
H -0.82 2.19 0.58
C -3.67 0.88 -0.56
H 1.58 -1.65 0.48
C 1.88 -0.77 0.94
N 2.24 0.80 -1.07
H 3.60 0.48 1.04
H -1.49 2.30 -1.10
N -0.37 0.57 -0.46
C -1.27 1.64 -0.20
H -2.57 0.57 1.23
H -3.64 1.34 -1.55
H -0.42 0.27 -1.47
*
```

The value obtained for the frontier orbital gap is 10.18 eV. As for the relative energy (zero: lowest compared OMol25 entry of this formula, charge and spin): 6.07 kcal/mol. As for the HOMO energy: -9.6 eV. The value obtained for the LUMO energy is 0.022 Ha.

***

Entry 8:
A 2-piece molecular cluster, C9H20NOP overall. Source: OMol25; level of theory: ωB97M-V/def2-TZVPD.

ORCA input file:
```
! RIJCOSX wB97M-V def2-TZVPD def2/J DEFGRID3
* xyz 0 1
H 0.75 2.48 3.77
H -2.32 0.77 1.30
P -0.18 0.43 2.56
O -0.53 -0.66 3.53
H -0.91 -2.52 -1.53
H 2.73 -0.90 -1.38
C -1.21 0.91 -1.85
C -1.73 -0.50 -1.42
N 0.83 0.27 -0.60
H -1.99 1.68 -1.59
H -0.42 -1.24 -2.81
H 1.84 -0.66 -2.79
H 1.59 -1.22 1.02
C 0.23 1.27 -1.30
C 1.15 1.55 3.32
H -2.22 1.70 2.89
C 1.00 -1.90 0.40
C -0.63 -1.49 -1.70
H 1.73 1.01 4.12
H -2.56 -0.64 -2.08
H -1.35 2.27 1.55
H 0.82 1.48 -2.16
C 1.92 -1.31 -1.91
H -2.13 -0.45 -0.40
H 0.09 -2.10 0.91
H 0.35 2.13 -0.68
H 1.83 1.96 2.64
H 1.62 -2.85 0.28
C 0.71 -1.16 -0.98
H -1.13 0.81 -2.98
H 1.84 -2.42 -2.14
C -1.69 1.33 2.01
*
```

The value obtained for the frontier orbital gap (alpha / beta) is 8.24 / 7.81 eV. As for the relative energy (zero: lowest compared OMol25 entry of this formula, charge and spin): 43.57 kcal/mol. As for the HOMO energy (alpha / beta): -8.6 / -7.6 eV. The value obtained for the LUMO energy (alpha / beta) is -0.013 / 0.006 Ha.

***

Entry 9:
One molecule with the formula C5H11N. Source: OMol25; level of theory: ωB97M-V/def2-TZVPD.

ORCA input file:
```
! RIJCOSX wB97M-V def2-TZVPD def2/J DEFGRID3
* xyz 0 1
H -1.44 1.19 1.68
H -0.42 -1.12 1.98
H -1.36 -0.51 -0.70
H 0.82 0.89 0.61
C 1.44 -0.48 -0.83
H 1.84 -0.49 1.17
C -1.80 0.96 0.68
H 1.39 0.17 -2.90
C -0.30 -0.99 0.90
H 1.78 -1.50 -1.02
C 1.32 0.38 -1.84
N -1.50 -0.43 0.30
H -1.36 1.63 -0.07
H -0.11 -2.02 0.57
H -2.88 1.07 0.59
H 1.59 1.42 -1.68
C 0.97 -0.19 0.58
*
```

The value obtained for the frontier orbital gap is 9.81 eV. The SMILES is C=CCCNC. As for the relative energy (zero: lowest compared OMol25 entry of this formula, charge and spin): 42.01 kcal/mol. As for the HOMO energy: -8.6 eV. The value obtained for the LUMO energy is 0.044 Ha.

***

Entry 10:
A 2-piece molecular cluster, CH3I2N2 overall. Source: OMol25; level of theory: ωB97M-V/def2-TZVPD.

ORCA input file:
```
! RIJCOSX wB97M-V def2-TZVPD def2/J DEFGRID3
* xyz 1 1
N -1.02 -1.00 -0.70
H -0.23 -0.57 -1.20
C -2.07 -1.19 -0.26
H -3.21 -1.55 1.25
I 0.18 -3.61 4.45
H -4.09 -1.44 -0.21
N -3.18 -1.43 0.21
I 0.69 -1.79 2.56
*
```

The value obtained for the frontier orbital gap is 7.56 eV. As for the relative energy (zero: lowest compared OMol25 entry of this formula, charge and spin): 10.34 kcal/mol. As for the HOMO energy: -12.3 eV. The value obtained for the LUMO energy is -0.175 Ha.

***

Entry 11:
A 3-piece molecular cluster, C20H43BBrN5O5P overall. Source: OMol25; level of theory: ωB97M-V/def2-TZVPD.

ORCA input file:
```
! RIJCOSX wB97M-V def2-TZVPD def2/J DEFGRID3
* xyz -1 1
P 2.53 0.62 0.94
H 1.41 -2.28 1.82
C -2.72 3.45 2.94
H -3.23 4.69 0.43
H -5.65 2.91 1.36
N 1.73 0.03 -1.97
C -2.34 4.91 3.18
H -3.11 3.03 3.87
C -5.05 3.41 2.13
H 4.14 2.48 2.89
H -2.11 -3.07 -0.92
H -1.05 3.50 0.68
C 3.96 -4.04 -0.48
H -5.33 2.92 3.07
H -2.81 -2.28 -2.29
H -3.15 -2.47 -4.56
H -0.03 -4.17 -1.14
C -3.23 3.60 0.51
C -1.40 -3.71 -4.20
H -1.82 1.98 0.14
H 2.23 -4.90 1.05
C -0.26 -4.48 -2.17
H -5.15 5.46 1.34
N -3.64 3.15 1.84
H 0.70 -4.39 -2.70
C -2.12 -2.56 -4.89
C -1.86 3.08 0.08
C 2.73 -3.93 0.61
H 4.37 1.90 -0.33
C 4.55 2.67 1.81
C 2.28 -2.39 1.05
C 6.23 3.09 3.38
H -1.02 -6.28 -3.15
C 4.25 1.41 0.76
H 0.20 -6.57 -1.91
C -3.52 -4.28 -2.01
C 4.60 -2.64 -1.03
H 5.47 -2.75 -1.83
N 3.89 -0.30 2.93
H -2.13 -2.72 -5.97
H -1.67 3.35 -0.96
H 4.27 3.72 1.35
H 2.58 -0.30 -2.47
O 2.71 0.26 2.63
C -2.40 -3.25 -1.97
H -3.95 3.24 -0.23
O 2.04 2.49 -1.35
H -4.44 -3.83 -1.61
C -5.50 4.87 2.20
H -5.17 5.35 3.12
H 1.19 0.03 1.03
C -0.66 -5.95 -2.17
O 6.07 4.31 3.87
H 6.56 2.22 4.12
H -1.43 -6.15 -1.42
O 6.04 2.70 1.95
H 4.40 -5.07 -0.88
C 3.13 -1.13 0.37
H -1.61 -1.61 -4.70
Br 1.54 2.63 1.52
H -1.79 2.89 2.77
H -1.46 4.96 3.83
H 1.16 -0.74 -1.57
H -6.60 4.92 2.19
H 2.72 2.51 -2.11
H -1.94 -4.64 -4.41
N 4.23 -1.24 -0.64
O 4.03 -0.15 4.13
B 2.10 1.06 -0.88
H -2.10 5.44 2.26
N -1.20 -3.52 -2.76
H -3.74 -4.63 -3.02
H -3.29 -5.14 -1.38
H -3.14 5.45 3.70
H -0.42 -3.81 -4.68
H 5.17 0.70 0.87
*
```

The value obtained for the frontier orbital gap is 7.56 eV. As for the HOMO energy: -5.0 eV. The value obtained for the LUMO energy is 0.093 Ha.